{"formula": "C5H8N2O", "method": "ωB97M-V with the def2-TZVPD basis set", "largest_force_ev_per_a": 3.1, "e_homo_ev": -9.11, "spin_multiplicity": 1, "molar_mass_g_mol": 112.13, "de_lowest_ev": 3.593, "smiles": "ON1C=NC2(CC2)C1", "gap_ev": 9.97, "charge": 0, "elements": ["O", "N", "C", "N", "C", "C", "C", "C", "H", "H", "H", "H", "H", "H", "H", "H"], "xyz": [[2.802105, -0.221002, -0.075525], [1.486391, -0.012027, 0.440645], [1.204007, 1.265819, 0.009935], [-0.028634, 1.436523, -0.300994], [-0.634453, 0.109098, -0.118437], [-1.996565, -0.130034, -0.544946], [-1.700722, 0.036023, 0.909132], [0.538193, -0.816423, -0.299512], [3.234149, -0.657184, 0.655584], [1.971440, 1.987964, -0.083144], [-2.417543, 0.687550, -1.127564], [-2.244123, -1.077996, -0.986736], [-1.933728, 0.981276, 1.412812], [-1.764005, -0.905079, 1.483584], [0.942124, -0.791346, -1.344310], [0.541369, -1.893161, -0.030522]], "forces_ev_per_a": [[0.339, -0.692, 0.256], [2.186, -0.404, -0.102], [-3.088, 0.513, -0.163], [0.514, 0.137, -0.021], [1.245, 0.326, -0.399], [-1.024, 0.892, -1.509], [-0.335, -0.902, 0.956], [0.583, -0.871, -0.636], [0.481, -0.223, 0.208], [0.585, 0.615, 0.217], [-0.152, -0.009, 0.387], [-0.053, -0.436, 0.305], [-0.044, -0.584, -0.218], [0.033, 0.826, -0.070], [-0.804, -0.007, 0.341], [-0.465, 0.819, 0.447]]}